1.
21
Properties=species:S:1:pos:R:3 method="wB97M-V/def2-TZVPD" homo_lumo_gap_ev=11.48 relative_energy_kj_mol=19.0 homo_ha=-0.518 charge=+1
C -0.602 -0.780 1.334
N -1.072 -1.396 2.421
N -1.092 -1.085 0.138
N 0.361 0.141 1.457
C -2.141 -2.076 -0.085
H -1.808 -2.101 2.330
H -0.697 -1.164 3.344
H -0.709 -0.595 -0.674
H 0.724 0.615 0.626
H 0.734 0.371 2.381
H -2.349 -2.122 -1.168
H -3.071 -1.800 0.440
H -1.827 -3.076 0.256
O 0.477 0.644 -1.193
O 1.769 2.075 -2.394
C 0.821 1.135 -2.241
C 2.387 2.491 -1.171
H 0.403 0.878 -3.235
H 3.138 3.256 -1.429
H 2.897 1.655 -0.663
H 1.658 2.934 -0.472

***

2.
20
Properties=species:S:1:pos:R:3 method="wB97M-V/def2-TZVPD" homo_lumo_gap_ev=10.02 relative_energy_kj_mol=62.8 homo_ha=-0.337 charge=0
C -2.401 0.183 -0.012
C -1.431 1.350 -0.033
H -1.933 -0.703 -0.440
H -3.297 0.409 -0.588
H -2.698 -0.061 1.007
H -1.841 2.228 0.464
H -1.165 1.639 -1.048
H -0.466 1.003 0.491
C 1.093 -0.809 0.620
C 1.158 0.171 -0.660
N 0.875 -2.118 0.322
N 2.028 1.192 -0.415
N 1.254 -0.284 1.762
N 0.952 -0.213 -1.859
H 1.074 -2.437 -0.614
H 0.912 -2.810 1.054
H 2.253 1.781 -1.199
H 2.199 1.376 0.562
H 1.141 -0.922 2.550
H 0.293 -0.977 -1.962

***

3.
20
Properties=species:S:1:pos:R:3 method="wB97M-V/def2-TZVPD" homo_lumo_gap_ev=8.71 relative_energy_kj_mol=207.6 smiles="[H]/N=C(/C)N(C)NCN" homo_ha=-0.294 charge=0
C 0.544 1.062 1.614
C 0.489 0.343 -1.388
C -0.456 -2.367 -1.069
N -0.410 -0.016 -0.313
N -0.797 0.960 0.633
C -0.964 -1.283 -0.160
N 1.427 2.121 1.373
N -1.837 -1.567 0.711
H -1.119 1.793 0.140
H -2.081 -0.745 1.279
H 2.061 1.985 0.600
H 0.969 3.011 1.316
H -0.038 1.211 2.519
H 1.069 0.106 1.673
H 0.071 0.039 -2.349
H 1.465 -0.142 -1.279
H 0.629 1.423 -1.421
H -0.728 -2.163 -2.108
H 0.628 -2.471 -1.005
H -0.923 -3.299 -0.766

***

4.
20
Properties=species:S:1:pos:R:3 method="wB97M-V/def2-TZVPD" homo_lumo_gap_ev=8.77 relative_energy_kj_mol=88.4 homo_ha=-0.291 charge=0
C 0.892 -1.638 0.424
C -1.831 -1.403 0.072
C 1.093 2.412 0.343
N -0.505 -0.822 -0.043
C -0.302 0.523 -0.107
N -1.418 1.302 -0.293
N 1.949 -1.677 -0.509
N 0.882 0.991 0.164
H -1.231 2.270 -0.508
H -2.079 0.915 -0.952
H 1.589 -1.938 -1.420
H 2.311 -0.727 -0.604
H 1.223 -1.253 1.388
H 0.486 -2.637 0.564
H -2.351 -1.059 0.976
H -1.777 -2.496 0.119
H -2.458 -1.158 -0.796
H 0.632 2.781 1.267
H 0.726 3.013 -0.500
H 2.169 2.602 0.415

***

LUMO? In order: -2.6; 0.8; 0.7; 0.9 eV.